{"formula": "C47H95BrF4I2NO12S10", "method": "the ωB97M-V functional and the def2-TZVPD basis", "charge": 1, "molar_mass_g_mol": 1596.6, "homo_lumo_gap_ev": 4.973, "species": ["C", "C", "N", "C", "C", "C", "C", "Br", "C", "C", "F", "F", "C", "F", "F", "C", "C", "O", "O", "C", "C", "C", "C", "C", "C", "C", "C", "C", "C", "C", "C", "C", "C", "I", "C", "C", "I", "H", "H", "H", "H", "H", "H", "H", "H", "H", "H", "H", "H", "H", "H", "H", "H", "H", "H", "H", "H", "H", "H", "H", "H", "H", "H", "H", "H", "H", "H", "H", "H", "H", "H", "H", "C", "S", "O", "C", "H", "H", "H", "H", "H", "H", "C", "S", "O", "C", "H", "H", "H", "H", "H", "H", "C", "S", "O", "C", "H", "H", "H", "H", "H", "H", "C", "S", "O", "C", "H", "H", "H", "H", "H", "H", "C", "S", "O", "C", "H", "H", "H", "H", "H", "H", "C", "S", "O", "C", "H", "H", "H", "H", "H", "H", "C", "S", "O", "C", "H", "H", "H", "H", "H", "H", "C", "S", "O", "C", "H", "H", "H", "H", "H", "H", "C", "S", "O", "C", "H", "H", "H", "H", "H", "H", "C", "S", "O", "C", "H", "H", "H", "H", "H", "H"], "coordinates": [[-3.794, 5.400, -3.829], [-3.388, 4.840, -2.833], [-2.873, 4.289, -1.636], [-3.663, 4.126, -0.519], [-5.126, 4.613, -0.595], [-6.117, 3.495, -1.153], [-5.880, 2.065, -0.580], [-7.985, 4.033, -0.746], [-3.144, 3.525, 0.669], [-3.910, 3.238, 1.973], [-3.731, 1.948, 2.436], [-5.260, 3.437, 1.951], [-3.331, 4.196, 3.138], [-4.302, 5.137, 3.443], [-3.179, 3.451, 4.283], [-1.724, 3.141, 0.646], [-0.999, 2.517, 1.881], [-0.863, 1.324, 1.890], [-0.570, 3.257, 2.961], [0.666, 3.972, 2.701], [1.325, 4.550, 3.984], [2.726, 5.131, 3.534], [3.795, 3.983, 3.321], [3.254, 6.261, 4.484], [-0.885, 3.324, -0.545], [0.612, 2.960, -0.614], [0.946, 1.420, -0.464], [-0.083, 0.444, -1.136], [0.395, -1.029, -0.784], [-0.365, -1.629, 0.474], [0.569, -1.720, 1.738], [-1.536, 3.916, -1.681], [-0.740, 4.159, -2.977], [-1.001, 2.730, -4.544], [0.045, 5.256, -3.048], [0.858, 5.610, -4.321], [0.219, 6.650, -1.415], [-3.834, 6.052, -4.731], [-5.485, 5.036, 0.375], [-5.250, 5.466, -1.313], [-6.050, 3.497, -2.264], [-4.822, 1.714, -0.623], [-6.325, 1.917, 0.434], [-6.454, 1.361, -1.240], [-2.386, 4.705, 2.857], [1.418, 3.294, 2.223], [0.429, 4.848, 2.032], [0.732, 5.363, 4.457], [1.544, 3.689, 4.659], [2.593, 5.602, 2.519], [3.865, 3.652, 2.258], [4.817, 4.349, 3.602], [3.519, 3.099, 3.932], [3.847, 5.864, 5.347], [3.918, 6.927, 3.875], [2.429, 6.920, 4.853], [1.134, 3.331, -1.519], [1.101, 3.478, 0.253], [1.169, 1.144, 0.599], [1.918, 1.262, -1.003], [-1.142, 0.616, -0.844], [0.084, 0.534, -2.244], [1.496, -1.054, -0.570], [0.228, -1.748, -1.632], [-1.249, -0.963, 0.663], [-0.807, -2.627, 0.223], [0.405, -2.670, 2.311], [1.656, -1.686, 1.466], [0.406, -0.890, 2.467], [1.930, 5.323, -4.247], [0.379, 5.187, -5.233], [0.824, 6.726, -4.423], [5.312, -1.094, 4.893], [4.064, -0.405, 3.802], [4.285, 1.078, 3.747], [2.663, -0.695, 4.895], [6.290, -0.978, 4.418], [5.307, -0.562, 5.846], [5.107, -2.154, 5.052], [2.824, -0.187, 5.846], [2.545, -1.767, 5.055], [1.767, -0.300, 4.418], [-5.853, 7.752, 4.260], [-7.125, 8.457, 3.196], [-6.914, 9.934, 3.168], [-8.507, 8.132, 4.307], [-4.888, 7.882, 3.773], [-5.846, 8.264, 5.224], [-6.046, 6.689, 4.401], [-8.338, 8.621, 5.268], [-8.615, 7.056, 4.446], [-9.412, 8.531, 3.851], [-7.203, 11.540, 5.537], [-7.434, 11.461, 7.318], [-8.573, 10.531, 7.574], [-8.056, 13.140, 7.513], [-6.852, 10.573, 5.196], [-8.148, 11.775, 5.048], [-6.456, 12.298, 5.298], [-8.950, 13.278, 6.904], [-7.283, 13.851, 7.217], [-8.305, 13.294, 8.563], [9.420, 1.403, 2.219], [8.032, 1.474, 3.365], [7.866, 0.109, 3.947], [6.759, 1.682, 2.112], [10.331, 1.236, 2.793], [9.279, 0.582, 1.514], [9.499, 2.350, 1.684], [6.784, 0.845, 1.412], [6.924, 2.622, 1.581], [5.786, 1.710, 2.611], [1.702, -6.060, -1.268], [0.406, -5.322, -2.278], [0.643, -3.842, -2.288], [-0.941, -5.635, -1.124], [2.652, -5.937, -1.788], [1.749, -5.559, -0.300], [1.497, -7.120, -1.136], [-0.725, -5.161, -0.164], [-1.064, -6.708, -0.996], [-1.854, -5.212, -1.541], [-1.166, -10.287, -3.614], [0.212, -9.532, -2.737], [-0.145, -8.098, -2.494], [1.366, -9.571, -4.112], [-2.022, -10.325, -2.941], [-1.422, -9.690, -4.490], [-0.897, -11.299, -3.914], [0.954, -9.017, -4.958], [1.559, -10.605, -4.396], [2.295, -9.108, -3.793], [6.457, -9.748, -4.191], [5.016, -10.753, -3.801], [4.054, -9.884, -3.061], [5.839, -11.798, -2.589], [6.161, -8.988, -4.914], [6.828, -9.265, -3.287], [7.233, -10.378, -4.627], [6.250, -11.185, -1.787], [6.635, -12.362, -3.077], [5.104, -12.490, -2.179], [-4.966, -13.647, -2.295], [-3.552, -12.601, -2.682], [-3.077, -12.980, -4.041], [-2.428, -13.352, -1.491], [-5.785, -13.374, -2.959], [-4.707, -14.695, -2.450], [-5.269, -13.482, -1.261], [-2.328, -14.418, -1.695], [-2.811, -13.196, -0.481], [-1.455, -12.871, -1.587], [10.750, -8.785, -3.712], [10.562, -8.888, -1.923], [9.411, -9.794, -1.649], [9.981, -7.198, -1.696], [11.073, -9.759, -4.078], [9.796, -8.522, -4.172], [11.506, -8.038, -3.956], [9.075, -7.034, -2.282], [10.761, -6.501, -2.004], [9.762, -7.051, -0.640], [-5.440, 3.889, -7.883], [-4.038, 4.620, -7.024], [-4.368, 6.055, -6.764], [-2.909, 4.573, -8.425], [-6.284, 3.858, -7.196], [-5.700, 4.496, -8.751], [-5.187, 2.875, -8.193], [-3.329, 5.136, -9.259], [-2.737, 3.536, -8.718], [-1.966, 5.024, -8.121]], "forces_ev_per_a": [[1.37, 0.16, 0.71], [-0.42, 0.46, 0.16], [0.44, -0.32, -0.49], [-1.11, -0.04, 1.21], [-0.74, 0.42, -0.65], [0.73, -0.22, 0.59], [-1.06, -0.61, -0.67], [0.85, -0.09, -0.22], [2.15, -0.55, -1.82], [-0.14, 0.35, 1.89], [0.10, 1.09, -1.28], [1.06, -0.15, -0.55], [-1.02, -0.13, 1.06], [1.05, -0.62, -0.66], [0.16, 0.77, -1.27], [0.15, 1.10, -0.79], [0.02, -1.36, 0.60], [-0.35, 1.01, -0.29], [-0.23, -0.01, -1.25], [0.71, 1.34, 0.09], [0.83, -0.46, -0.68], [0.22, 0.07, -0.47], [-0.27, 0.52, 0.18], [0.04, 0.11, -0.43], [-1.86, 0.53, -0.06], [0.31, -0.32, 1.14], [0.02, -0.05, -0.36], [1.97, -0.83, -0.17], [-0.94, -0.61, 0.12], [0.21, 0.44, -0.11], [-0.10, -0.26, 0.38], [1.11, -0.94, 0.35], [-0.62, 0.99, 1.39], [0.11, 0.58, 0.81], [0.23, -0.72, -1.31], [-0.52, 1.03, 0.53], [-0.13, -0.75, -0.79], [-0.63, -0.89, 0.63], [0.52, -0.76, -0.67], [0.58, -0.70, 0.59], [-0.05, -0.05, 0.83], [-0.66, 0.47, 0.12], [0.67, 0.35, -0.77], [0.53, 0.56, 0.55], [-0.63, -0.32, 0.38], [-0.73, 0.38, 0.34], [0.29, -0.84, 0.29], [0.15, -0.80, -0.23], [-0.50, 0.82, -0.08], [-0.11, -0.17, 0.89], [-0.18, 0.20, 0.72], [-0.87, -0.38, -0.13], [0.49, 0.57, -0.38], [-0.62, 0.28, -0.68], [-0.33, -0.59, 0.65], [0.59, -0.62, -0.17], [-0.88, -0.06, 0.48], [-0.39, -0.27, -0.88], [-0.51, 0.25, -0.86], [-0.80, 0.18, 0.48], [0.70, -0.09, -0.26], [-0.67, 0.24, 0.86], [-0.90, 0.20, -0.34], [0.19, 0.91, 0.67], [0.77, -0.61, 0.15], [0.65, 0.75, 0.16], [0.11, 0.78, -0.51], [-0.93, -0.13, 0.08], [-0.02, -0.49, -0.66], [-0.77, 0.00, 0.03], [0.46, 0.11, 0.77], [0.15, -0.94, 0.00], [0.14, -0.13, -0.01], [0.08, -0.32, 0.18], [-0.31, -0.31, 0.27], [-0.14, 0.16, 0.02], [-0.29, 0.06, 0.07], [-0.06, 0.06, -0.06], [-0.13, 0.03, -0.05], [0.09, 0.01, -0.04], [0.04, 0.01, -0.06], [0.06, -0.02, -0.04], [0.05, 0.04, 0.12], [-0.09, -0.07, -0.05], [0.06, -0.37, -0.21], [-0.01, 0.05, 0.11], [-0.08, 0.03, -0.05], [-0.06, 0.01, -0.03], [-0.04, 0.03, -0.02], [0.00, 0.01, -0.02], [0.04, 0.01, -0.05], [0.09, 0.01, -0.06], [-0.07, 0.19, 0.34], [0.01, 0.14, -0.05], [0.06, 0.04, -0.15], [-0.10, 0.07, 0.05], [0.01, 0.11, 0.05], [-0.01, -0.05, 0.05], [0.02, -0.03, 0.03], [0.02, -0.09, -0.02], [0.02, -0.06, 0.01], [0.04, -0.08, -0.03], [0.12, -0.11, -0.03], [-0.07, 0.14, -0.11], [0.26, 0.16, -0.27], [-0.15, 0.09, -0.10], [-0.08, 0.01, 0.04], [-0.07, 0.00, 0.05], [-0.04, 0.01, 0.06], [0.10, -0.03, 0.04], [0.11, -0.01, 0.04], [0.28, -0.03, -0.01], [0.15, 0.04, 0.22], [-0.01, -0.09, -0.20], [0.00, -0.03, 0.25], [-0.11, 0.06, 0.24], [-0.08, 0.06, -0.06], [-0.05, 0.10, -0.06], [-0.08, 0.06, -0.08], [0.08, 0.08, -0.07], [0.08, 0.03, -0.11], [0.09, 0.04, -0.07], [-0.02, 0.10, 0.01], [0.06, -0.24, -0.24], [-0.10, -0.40, -0.14], [-0.20, 0.31, -0.22], [0.07, 0.06, 0.02], [0.06, 0.03, 0.03], [-0.01, 0.02, 0.01], [-0.19, -0.04, 0.08], [0.01, 0.00, 0.10], [-0.08, -0.11, 0.10], [0.09, 0.19, 0.02], [0.10, -0.08, 0.02], [0.46, -0.08, 0.13], [0.01, -0.01, 0.14], [-0.10, -0.09, 0.01], [-0.02, -0.11, 0.05], [-0.04, -0.04, 0.03], [0.00, 0.06, -0.07], [-0.03, 0.04, -0.03], [-0.04, 0.06, -0.09], [-0.07, -0.10, 0.01], [-0.09, -0.11, 0.02], [0.00, -0.02, 0.17], [0.05, -0.09, 0.05], [0.09, 0.06, -0.01], [0.07, 0.05, -0.03], [0.03, 0.04, -0.02], [-0.04, 0.03, -0.07], [-0.02, 0.04, -0.03], [-0.07, 0.04, -0.05], [-0.05, 0.02, -0.11], [0.00, -0.06, 0.05], [-0.01, 0.17, -0.17], [-0.08, 0.09, -0.03], [0.00, 0.01, 0.11], [-0.02, 0.00, 0.08], [0.00, -0.02, 0.04], [0.01, -0.07, -0.01], [0.02, -0.05, 0.01], [0.04, -0.10, -0.02], [-0.12, 0.05, -0.02], [-0.03, -0.21, -0.29], [0.12, -0.07, 0.10], [0.07, 0.07, -0.05], [0.08, 0.03, 0.03], [0.06, 0.04, 0.05], [0.05, 0.02, 0.05], [-0.05, 0.01, 0.07], [-0.03, 0.00, 0.06], [-0.07, -0.01, 0.06]], "mulliken_charge": [0.138, -1.533, 0.481, 1.028, -1.670, 0.003, -1.168, -0.116, -0.159, 0.796, -0.285, -0.285, 0.101, -0.201, -0.258, 2.014, -0.972, -0.335, -0.336, 0.358, -1.017, 0.811, -1.209, -1.549, 0.051, -1.207, -0.720, 0.124, -0.902, 0.208, -0.973, 0.645, -1.344, 0.164, 0.486, -1.023, 0.084, 0.804, 0.595, 0.674, 0.444, 0.262, 0.302, 0.459, 0.198, 0.048, 0.213, 0.395, 0.263, 0.200, 0.233, 0.464, 0.220, 0.323, 0.370, 0.369, 0.639, -0.049, -0.041, 0.715, 0.040, 0.147, 0.490, 0.251, 0.132, 0.112, 0.470, 0.267, -0.076, 0.271, 0.276, 0.380, -0.909, 0.495, -0.658, -0.891, 0.253, 0.314, 0.406, 0.409, 0.403, 0.100, -0.908, 0.470, -0.610, -0.833, 0.274, 0.406, 0.303, 0.217, 0.366, 0.335, -0.465, 0.482, -0.622, -0.930, -0.235, 0.340, 0.441, 0.298, 0.335, 0.339, -0.970, 0.482, -0.660, -0.231, 0.352, 0.301, 0.352, 0.406, 0.422, -0.404, -0.898, 0.311, -0.563, -0.972, 0.316, 0.324, 0.321, 0.274, 0.433, 0.327, -1.013, 0.420, -0.502, -0.947, 0.255, 0.410, 0.405, 0.451, 0.357, 0.241, -0.988, 0.492, -0.569, -0.962, 0.395, 0.245, 0.384, 0.291, 0.378, 0.325, -0.989, 0.545, -0.613, -0.875, 0.325, 0.307, 0.356, 0.336, 0.367, 0.246, -0.863, 0.478, -0.571, -0.907, 0.318, 0.218, 0.378, 0.266, 0.368, 0.321, -1.082, 0.736, -0.709, -1.052, 0.326, 0.351, 0.365, 0.383, 0.381, 0.280]}